ORCA calculation (wB97M-V/def2-TZVPD) on C2H6N2O as an isolated structure.

Summary:
- Relative energy (zero: lowest compared OMol25 entry of this formula, charge and spin): 456.6 kJ/mol
- Multiplicity: 1
- E_LUMO: 0.3 eV
- E_HOMO: -7.34 eV

```
11
Properties=species:S:1:pos:R:3:forces:R:3
C -0.095374 -0.772627 -0.264117 1.3 1.7 0.3
C -0.130631 0.169481 0.880274 -2.5 -0.9 1.0
N -1.179706 0.955039 1.127850 1.2 0.4 -0.2
N 1.224455 0.562949 -0.074946 -0.7 -1.0 -0.9
O -0.885669 -0.541907 -1.316025 0.0 -0.1 0.3
H -1.116624 -1.360587 -1.772151 0.3 0.1 -0.1
H -1.630069 1.240192 0.255846 -0.1 -0.3 0.1
H 0.281069 -1.789436 -0.129637 0.3 0.3 -0.2
H 0.326563 -0.282435 1.764742 0.1 0.2 -0.1
H 1.002910 1.379454 -0.634759 0.1 -0.2 -0.1
H 2.203074 0.439879 0.162922 -0.2 -0.1 -0.1
```
Positions in Å, forces in eV/Å.


ORCA calculation (wB97M-V/def2-TZVPD) on a 2-piece molecular cluster, C2H6N2O overall.

Summary:
- Relative energy (zero: lowest compared OMol25 entry of this formula, charge and spin): 425.5 kJ/mol
- Multiplicity: 1
- E_LUMO (alpha / beta): -0.9 / -0.9 eV
- E_HOMO (alpha / beta): -9.98 / -9.98 eV

```
11
Properties=species:S:1:pos:R:3:forces:R:3
C -0.718912 -1.099268 -0.439735 -1.0 -1.8 0.1
C -0.446665 1.364825 -0.092272 0.4 -1.7 -1.2
N 1.676974 -0.333222 0.757742 -2.7 1.7 -4.2
N -0.243373 -0.050980 0.165870 4.8 2.2 2.2
O -1.794815 -1.119350 -1.006502 0.1 -0.2 -0.5
H -0.118264 -1.988878 -0.146072 -0.3 -0.2 -0.7
H -0.636898 1.883687 0.782575 -0.3 0.9 1.9
H 0.481660 1.707974 -0.520567 -0.1 0.5 -0.5
H -1.317921 1.458592 -0.720580 -0.1 0.1 -0.6
H 1.194624 -0.937103 1.332922 -0.6 -2.2 2.1
H 1.923590 -0.886278 -0.113380 -0.2 0.6 1.3
```
Positions in Å, forces in eV/Å.


ORCA calculation (wB97M-V/def2-TZVPD) on C2H6N2O in the gas phase.

Summary:
- Relative energy (zero: lowest compared OMol25 entry of this formula, charge and spin): 193.7 kJ/mol
- Multiplicity: 1
- E_LUMO: 0.9 eV
- SMILES string: [H]/N=C(\N)OC
- E_HOMO: -9.61 eV

```
11
Properties=species:S:1:pos:R:3:forces:R:3
H -1.466573 1.743688 -0.241508 1.7 -0.2 0.8
N -0.498345 1.341418 -0.036902 -2.3 4.1 -1.1
C -0.605833 0.129574 -0.144617 1.5 -5.4 0.9
N -1.720642 -0.700272 0.000122 -2.0 1.9 0.5
O 0.532277 -0.673591 -0.175015 -1.0 -0.5 -0.4
C 1.810334 -0.080953 0.017246 0.7 0.1 0.7
H -1.805799 -1.701614 -0.200679 0.5 1.1 0.2
H -2.552983 -0.165883 0.418859 1.8 -1.7 -1.2
H 2.218358 0.341132 -1.027567 -0.6 -0.8 2.7
H 1.608684 0.685024 0.831789 1.0 -0.3 -1.4
H 2.480520 -0.918523 0.558273 -1.3 1.8 -1.8
```
Positions in Å, forces in eV/Å.


ORCA calculation (wB97M-V/def2-TZVPD) on a 2-piece molecular cluster, C2H6N2O overall.

Summary:
- Relative energy (zero: lowest compared OMol25 entry of this formula, charge and spin): 243.5 kJ/mol
- Multiplicity: 1
- E_LUMO: 0.5 eV
- SMILES string: [H]/N=C/N.C=O
- E_HOMO: -9.83 eV

```
11
Properties=species:S:1:pos:R:3:forces:R:3
H 1.833169 0.989788 -1.739208 0.3 0.1 -0.1
N 0.951245 0.804707 -2.208330 0.0 0.0 0.4
C 0.253255 0.104158 -1.432257 -0.5 -0.4 -0.2
N -1.080008 -0.255747 -1.797113 0.1 0.1 -0.5
H 0.563738 -0.274635 -0.452687 0.4 0.2 0.0
H -1.699356 0.145764 -1.119590 -0.5 0.3 0.3
H -1.242369 -1.253533 -1.769427 0.2 -0.1 0.1
C 0.104307 -0.083624 2.632755 0.0 -0.1 0.2
O 0.093060 1.022236 2.186361 0.0 0.6 -0.3
H 1.054156 -0.567918 2.893682 0.1 -0.3 0.1
H -0.831196 -0.631196 2.805813 -0.1 -0.3 0.1
```
Positions in Å, forces in eV/Å.


ORCA calculation (wB97M-V/def2-TZVPD) on C2H6N2O in the gas phase.

Summary:
- Relative energy (zero: lowest compared OMol25 entry of this formula, charge and spin): 459.8 kJ/mol
- Multiplicity: 1
- E_LUMO: 0.9 eV
- E_HOMO: -8.43 eV

```
11
Properties=species:S:1:pos:R:3:forces:R:3
C 1.265783 0.961749 -0.027500 -0.1 0.0 0.1
N 0.188790 0.134421 0.493395 0.1 0.3 -0.3
C -1.016129 -0.645778 -0.305130 -0.3 0.6 0.4
O -1.101878 0.755511 0.417691 0.3 -1.0 -0.2
N -1.434005 -1.708016 0.250928 -0.3 0.2 0.0
H 0.330432 -0.245758 1.428679 -0.1 0.0 -0.2
H -1.850104 -2.350002 -0.411651 0.2 0.0 0.0
H -0.968478 -0.397312 -1.366074 0.2 0.0 0.1
H 2.211732 0.437346 0.109365 0.0 0.0 0.0
H 1.288403 1.919979 0.496466 0.0 0.0 0.0
H 1.085453 1.137860 -1.086169 0.0 0.0 0.0
```
Positions in Å, forces in eV/Å.


ORCA calculation (wB97M-V/def2-TZVPD) on a 2-piece molecular cluster, C2H6N2O overall.

Summary:
- Relative energy (zero: lowest compared OMol25 entry of this formula, charge and spin): 248.6 kJ/mol
- Multiplicity: 1
- E_LUMO: 0.9 eV
- SMILES string: NC=O.C=N
- E_HOMO: -9.92 eV

```
11
Properties=species:S:1:pos:R:3:forces:R:3
N 0.587879 -1.504350 -1.867994 -1.7 -0.8 -1.6
C 0.508877 -1.626894 -0.464467 2.2 -3.7 0.7
O 0.709734 -2.774482 0.025086 -1.2 3.2 -1.2
H 0.362002 -2.390115 -2.468509 0.9 1.7 2.3
H 0.177970 -0.749697 -2.452104 0.5 -0.1 1.5
H 0.601326 -0.777984 0.292139 -0.7 -0.3 -1.7
C -0.375008 2.241427 1.204890 0.7 -0.4 2.1
N -1.404887 1.477368 1.192281 1.6 -0.3 0.4
H 0.101194 2.629728 0.295822 -0.9 0.2 0.0
H 0.269640 2.545899 2.155688 -1.4 -0.9 -1.6
H -1.538726 0.929101 2.087168 0.0 1.5 -0.8
```
Positions in Å, forces in eV/Å.


ORCA calculation (wB97M-V/def2-TZVPD) on C2H6N2O in the gas phase.

Summary:
- Relative energy (zero: lowest compared OMol25 entry of this formula, charge and spin): 319.2 kJ/mol
- Multiplicity: 1
- E_LUMO: 0.7 eV
- SMILES string: NC/C=N\O
- E_HOMO: -9.66 eV

```
11
Properties=species:S:1:pos:R:3:forces:R:3
N -1.693545 -0.625811 -0.328030 0.8 -0.6 -2.3
C -0.996266 0.287936 0.538706 0.3 1.3 0.5
C 0.166703 1.018853 -0.090240 0.5 -1.6 0.2
N 1.295593 0.441486 -0.284296 -0.1 2.0 -0.9
O 1.498653 -0.836575 0.089804 -0.1 -0.7 0.5
H -1.776341 -0.122294 -1.285383 0.1 -1.5 2.0
H -1.043770 -1.455291 -0.454602 -1.3 1.3 -0.4
H -1.688416 1.027735 0.916433 -0.3 0.2 0.1
H -0.621285 -0.212574 1.426459 -0.2 -0.3 0.3
H 0.061023 2.029270 -0.470983 0.2 -0.1 0.1
H 0.842608 -1.124707 0.745132 -0.1 0.0 0.0
```
Positions in Å, forces in eV/Å.


ORCA calculation (wB97M-V/def2-TZVPD) on a 3-piece molecular cluster, C2H6N2O2 overall.

Summary:
- Relative energy (zero: lowest compared OMol25 entry of this formula, charge and spin): 11.3 kJ/mol
- Multiplicity: 1
- E_LUMO: 5.3 eV
- E_HOMO: 1.57 eV
- Net charge: -2

```
12
Properties=species:S:1:pos:R:3:forces:R:3
C -1.582144 0.948702 0.069494 -1.1 -0.9 -1.2
C -4.128745 -0.721040 0.717140 1.2 -2.0 0.9
N -0.679205 0.077830 0.193930 1.1 0.0 0.3
N -4.953501 -0.120617 -0.118652 -0.3 0.4 -0.2
O -5.186209 -0.536961 -1.339150 0.3 0.3 1.7
O -5.498345 0.944107 0.318262 -0.4 0.5 -0.6
H -1.424094 1.957042 -0.298883 0.2 0.4 0.3
H -2.612562 0.533746 0.083234 0.5 0.8 0.4
H -3.760910 -1.735566 0.334653 -0.3 1.8 0.9
H -3.840644 -0.234015 1.750733 -1.0 -1.2 -2.5
H 0.252099 0.480950 0.024442 -0.2 0.0 0.1
H 9.422174 5.282824 -2.703426 0.1 0.0 0.0
```
Positions in Å, forces in eV/Å.


ORCA calculation (wB97M-V/def2-TZVPD) on C2H6N2O2 in the gas phase.

Summary:
- Relative energy (zero: lowest compared OMol25 entry of this formula, charge and spin): 626.3 kJ/mol
- Multiplicity: 1
- E_LUMO (alpha / beta): 0.1 / 0.4 eV
- E_HOMO (alpha / beta): -8.48 / -8.71 eV

```
12
Properties=species:S:1:pos:R:3:forces:R:3
C -1.586870 -0.994653 0.088660 0.4 -0.1 -2.8
C 1.683534 0.989011 0.063956 0.2 -3.0 1.2
N -0.835192 0.263322 0.120057 2.1 -1.0 -0.5
N 0.665639 -0.019513 -0.409424 -2.6 1.0 0.2
O -1.345836 1.384882 0.091704 0.5 -0.1 -0.1
O 0.912628 -1.228743 -0.594850 0.7 1.2 0.2
H -2.132149 -1.101189 -0.933669 0.9 0.2 1.7
H -2.293017 -0.946283 0.867082 -0.8 -0.1 1.0
H -0.828778 -1.795113 0.157447 -0.9 0.3 0.2
H 2.360410 0.238427 0.638234 -0.7 2.0 -0.7
H 1.200571 1.754924 0.662436 -0.1 -0.2 0.2
H 2.199062 1.454927 -0.751637 0.2 -0.1 -0.6
```
Positions in Å, forces in eV/Å.


ORCA calculation (wB97M-V/def2-TZVPD) on C2H6N2O2 in the gas phase.

Summary:
- Relative energy (zero: lowest compared OMol25 entry of this formula, charge and spin): 429.0 kJ/mol
- Multiplicity: 1
- E_LUMO (alpha / beta): 0.4 / 0.4 eV
- E_HOMO (alpha / beta): -8.12 / -8.12 eV

```
12
Properties=species:S:1:pos:R:3:forces:R:3
C -1.280060 0.485879 -0.761133 -2.1 0.2 -1.1
N -1.000252 -0.761911 -0.483660 2.0 1.3 -0.4
C 0.881342 -0.338602 0.737794 -0.4 2.1 1.1
O 0.309426 1.009628 1.008348 0.9 -0.6 1.1
O 1.879803 -0.099059 -0.223623 0.1 -0.6 -0.3
N -0.144551 -1.231444 0.428675 -0.5 -1.1 -0.4
H 0.724775 1.375194 1.803701 0.0 -0.2 -0.3
H 1.578085 -0.335838 -1.109347 -0.1 0.0 0.2
H -1.168958 -1.448129 -1.216998 -0.5 0.0 0.2
H -1.419284 1.333793 -0.119355 1.0 -0.5 0.7
H -1.745618 0.712780 -1.704418 -0.2 -0.7 -0.5
H 1.385293 -0.702290 1.640016 -0.1 0.1 -0.3
```
Positions in Å, forces in eV/Å.